Density functional theory data (wB97M-V/def2-TZVPD) for a structure of composition C53H113HfN6O15 in a non-equilibrium geometry.

Gap between HOMO and LUMO = 8.539 eV
DFT total energy = -3590.87131 Eh

Structure (ORCA input):
```
! wB97M-V def2-TZVPD RIJCOSX def2/J DEFGRID3
* xyz 5 1
Hf 0.69776 0.13454 1.56776
C -0.10820 5.07404 -1.83553
C -1.50294 4.68273 -1.40559
C -2.17363 5.84878 -0.64134
N -3.63213 5.53758 -0.17976
C -3.57112 4.09559 0.42046
C -4.19145 6.63566 0.92435
C -5.66749 6.47105 0.75766
C -6.02626 6.05054 -0.62987
C -4.64384 5.89840 -1.28121
H 0.67192 4.93993 -1.08618
H 0.03665 5.98034 -2.42353
H 0.24550 4.34987 -2.56940
H -1.37827 3.86202 -0.69920
H -2.16458 4.41534 -2.22950
H -2.23130 6.73505 -1.27325
H -1.61222 6.03971 0.27324
H -4.37620 3.80031 1.09333
H -2.69833 4.01441 1.06835
H -3.63085 3.28821 -0.30938
H -3.77963 6.22219 1.84497
H -3.73443 7.58105 0.63202
H -6.07671 5.76610 1.48132
H -6.22607 7.35826 1.05590
H -6.54876 5.09426 -0.65473
H -6.58617 6.77661 -1.21929
H -4.53113 5.18865 -2.10075
H -4.25731 6.86482 -1.60479
C -2.46380 0.64929 -8.32707
C -1.69353 0.10226 -7.12569
C -1.31890 1.26705 -6.16813
N -0.36703 0.99653 -5.00956
C -1.13279 0.08101 -4.06440
C 0.06679 2.32031 -4.36725
C 1.31883 1.91470 -3.52191
C 2.05238 0.92158 -4.41921
C 0.99245 0.46400 -5.44049
H -2.77617 -0.11350 -9.04029
H -1.73901 1.27656 -8.84601
H -3.29074 1.32908 -8.12173
H -0.83548 -0.46024 -7.49371
H -2.33051 -0.66001 -6.67702
H -2.24388 1.67050 -5.75615
H -0.74170 2.00617 -6.72368
H -0.64238 -0.02212 -3.09643
H -1.23036 -0.89216 -4.54557
H -2.07398 0.53039 -3.74770
H -0.76082 2.62920 -3.72869
H 0.26245 3.04842 -5.15444
H 0.95561 1.46653 -2.59707
H 2.00348 2.73251 -3.29711
H 2.47448 0.04212 -3.93293
H 2.95750 1.35664 -4.84299
H 0.92478 -0.61652 -5.56699
H 1.22529 0.83363 -6.43912
C -5.98817 -6.19154 -4.18403
C -4.73670 -5.28208 -4.30664
C -3.99003 -5.44096 -2.97150
N -2.57408 -4.89371 -2.89107
C -1.67226 -5.63333 -3.91291
C -2.45081 -3.36699 -3.09066
C -2.66591 -2.70276 -1.77090
C -2.64032 -3.79279 -0.69099
C -2.00633 -4.95769 -1.43651
H -5.72601 -7.23228 -3.99370
H -6.39609 -6.16840 -5.19456
H -6.78837 -5.83990 -3.53278
H -5.10477 -4.26138 -4.41054
H -4.11367 -5.52361 -5.16779
H -3.87927 -6.46991 -2.62930
H -4.51724 -4.89309 -2.19049
H -1.94115 -5.36839 -4.93546
H -1.69032 -6.71331 -3.76659
H -0.65182 -5.29339 -3.73617
H -1.45688 -3.20000 -3.50577
H -3.16551 -3.06584 -3.85658
H -1.91881 -1.91201 -1.70275
H -3.63962 -2.21515 -1.72366
H -2.10684 -3.53354 0.22350
H -3.59598 -4.12314 -0.28397
H -0.92296 -4.83837 -1.44991
H -2.26967 -5.97003 -1.13007
C 0.08741 1.30612 6.95907
C 1.55439 1.53480 7.12648
C 2.51546 0.45971 6.44876
N 4.04560 0.77953 6.46476
C 4.57389 0.77770 7.95127
C 4.31721 2.16742 5.80583
C 5.70912 1.96233 5.22721
C 5.73749 0.55587 4.77800
C 4.89696 -0.30121 5.72966
H -0.31508 0.29901 7.06779
H -0.36825 1.63939 6.02665
H -0.45863 1.99397 7.60468
H 1.68981 1.66873 8.19971
H 1.84244 2.49395 6.69617
H 2.34157 0.29971 5.38468
H 2.41521 -0.45417 7.03433
H 5.58502 1.16683 7.83179
H 4.38524 -0.21704 8.35499
H 3.85956 1.42226 8.46350
H 4.36654 2.88422 6.62550
H 3.50878 2.44834 5.13084
H 6.46890 2.01539 6.00697
H 5.99704 2.76124 4.54386
H 6.77408 0.22250 4.82746
H 5.43662 0.49765 3.73197
H 5.34973 -1.04963 6.38003
H 4.20981 -0.90193 5.13379
C 4.68043 -0.76627 -1.95975
C 5.97961 -1.21480 -2.53439
C 5.76008 -2.16328 -3.75771
N 6.99949 -2.77398 -4.41026
C 7.90171 -1.67674 -5.00895
C 6.58347 -3.68697 -5.61276
C 6.84912 -5.11079 -5.16867
C 8.02354 -5.00064 -4.18511
C 7.82209 -3.69160 -3.43131
H 4.26062 -0.02937 -2.64446
H 4.79199 -0.34426 -0.96096
H 3.92403 -1.50904 -1.70626
H 6.65865 -1.72984 -1.85487
H 6.49528 -0.31959 -2.88195
H 5.29270 -1.62976 -4.58537
H 5.25618 -3.03795 -3.34644
H 8.25179 -1.01722 -4.21487
H 7.44390 -0.95893 -5.68958
H 8.81619 -2.08962 -5.43480
H 7.18554 -3.49560 -6.50102
H 5.53406 -3.47045 -5.81266
H 7.04939 -5.60924 -6.11711
H 5.98238 -5.65117 -4.78807
H 8.94110 -4.84364 -4.75216
H 8.26992 -5.79766 -3.48357
H 8.78874 -3.32887 -3.08184
H 7.21627 -3.87482 -2.54389
C -3.08656 3.27405 4.49068
C -3.93757 2.01028 4.58169
C -3.18669 0.73903 4.87968
N -3.92520 -0.62456 4.73457
C -4.06327 -1.02855 3.23670
C -3.25775 -1.85297 5.46766
C -4.11390 -2.10792 6.63239
C -5.51941 -1.73731 6.18822
C -5.33161 -0.45521 5.46550
H -2.85525 3.47336 5.53704
H -3.59359 4.14334 4.07191
H -2.19689 3.05168 3.90150
H -4.29094 1.91212 3.55525
H -4.82657 2.17277 5.19110
H -2.85853 0.83055 5.91507
H -2.29507 0.65170 4.25879
H -4.77848 -1.84971 3.18900
H -3.07875 -1.25610 2.82799
H -4.46607 -0.13968 2.75115
H -3.15516 -2.76730 4.88322
H -2.20745 -1.63964 5.66629
H -3.99825 -3.15472 6.91337
H -3.88351 -1.53194 7.52865
H -5.93566 -2.50549 5.53650
H -6.16846 -1.67957 7.06201
H -6.07631 -0.08631 4.76021
H -5.15590 0.33085 6.19989
O -2.92561 0.77787 -0.68266
C -1.84029 0.53071 -0.00785
O -1.68641 0.20832 1.20069
O -0.68005 0.49323 -0.45378
H -3.61568 0.81150 -0.01611
O 1.26554 -3.69125 -0.45224
C 1.02146 -2.47259 0.05589
O 0.04930 -2.21694 0.74921
O 1.75125 -1.46686 0.04578
H 1.99709 -3.63138 -1.07099
O 1.29703 -2.76555 4.55823
C 1.15507 -1.77285 3.77371
O 0.11048 -1.20424 3.57356
O 2.04761 -1.29855 2.97390
H 2.22502 -3.00027 4.48528
O 4.05346 2.35920 -0.00646
C 3.02566 1.76831 0.44882
O 1.81026 1.93291 0.10449
O 2.98674 0.95800 1.37715
H 3.92058 3.02206 -0.68804
O 0.32898 3.58500 4.06868
C 0.53287 2.58023 3.30731
O -0.13721 2.27606 2.35116
O 1.27725 1.61779 3.55259
H -0.29730 4.12040 3.57602
*
```



Density functional theory data (wB97M-V/def2-TZVPD) for a cluster of 7 separate species, C53H117N7O7 in total in a non-equilibrium geometry.

Gap between HOMO and LUMO = 8.200 eV
DFT total energy = -2999.21842 Eh

Structure (ORCA input):
```
! wB97M-V def2-TZVPD RIJCOSX def2/J DEFGRID3
* xyz 0 1
C -27.80330 6.31975 -12.29530
C -27.98748 4.74652 -12.28608
C -27.80583 4.27032 -10.84661
C -29.46197 4.39572 -12.67568
C -29.66749 4.43796 -14.19294
C -28.61424 3.56305 -14.92048
C -27.17502 3.95957 -14.61064
C -26.33674 2.85711 -15.26807
C -26.78875 5.30738 -15.27961
N -27.03650 3.96746 -13.13289
O -25.69789 4.34300 -12.82209
H -26.75116 6.60720 -12.35955
H -28.14360 6.81328 -13.20829
H -28.23396 6.76316 -11.39945
H -28.01987 3.20204 -10.79622
H -26.76912 4.41986 -10.54307
H -28.48926 4.81101 -10.19291
H -29.89086 3.55960 -12.12480
H -30.07966 5.24761 -12.37087
H -30.62160 3.97094 -14.44574
H -29.67430 5.45330 -14.58507
H -28.72763 3.87693 -15.96093
H -28.82087 2.51301 -14.72446
H -26.72839 1.87025 -15.02425
H -25.26748 2.98018 -15.09052
H -26.39491 2.93423 -16.35589
H -27.57970 6.04687 -15.15913
H -26.61952 5.20966 -16.35377
H -25.81791 5.64498 -14.91708
H -25.40948 3.71970 -12.14868
C -36.08608 5.39114 -12.22195
C -35.38438 4.13199 -12.76002
C -33.87300 4.45419 -12.83755
C -35.56922 3.01550 -11.69676
C -35.28872 1.60169 -12.15329
C -36.11753 1.40802 -13.41906
C -35.93483 2.38934 -14.54200
C -34.59788 2.16818 -15.21694
C -37.15981 2.24265 -15.49202
N -36.07778 3.75738 -14.01542
O -35.97957 4.76284 -15.04917
H -36.02847 6.22958 -12.92223
H -37.15207 5.18154 -12.11948
H -35.66315 5.86961 -11.33743
H -33.56317 4.90251 -11.89476
H -33.25373 3.56161 -12.95923
H -33.60155 5.05130 -13.70903
H -34.70088 3.12363 -11.03783
H -36.48654 3.17092 -11.13130
H -34.23471 1.36179 -12.30390
H -35.61891 0.94410 -11.34727
H -37.14305 1.36151 -13.04589
H -35.83130 0.41596 -13.77952
H -33.75458 2.42127 -14.57622
H -34.47222 2.80576 -16.09403
H -34.47777 1.13767 -15.55551
H -37.04862 2.78579 -16.43192
H -38.10199 2.55824 -15.04795
H -37.23043 1.20557 -15.83075
H -36.88250 5.08457 -14.96604
C -37.93444 7.61466 -9.71421
C -38.76152 8.86848 -9.94864
C -38.61724 9.48246 -11.36252
C -40.25865 8.44488 -9.91839
C -41.26969 9.53242 -9.51886
C -40.84676 10.29998 -8.28009
C -39.37215 10.72256 -8.22910
C -39.23778 12.02493 -9.09187
C -38.93105 11.09506 -6.79273
N -38.46100 9.75367 -8.79493
O -37.14391 10.13787 -8.76807
H -38.16154 6.77813 -10.38151
H -36.84413 7.66889 -9.70289
H -38.17651 7.13633 -8.76089
H -37.62248 9.92764 -11.45035
H -38.79791 8.69065 -12.08910
H -39.27114 10.31337 -11.62736
H -40.56632 7.85113 -10.77842
H -40.31220 7.73844 -9.07972
H -41.28577 10.20634 -10.38047
H -42.22577 9.01687 -9.43610
H -41.03895 9.70878 -7.38073
H -41.50483 11.16909 -8.26459
H -38.24561 12.45433 -8.96111
H -40.01424 12.76983 -8.90596
H -39.39183 11.79088 -10.14610
H -38.82571 10.20929 -6.16047
H -39.62470 11.75980 -6.27773
H -37.94333 11.55454 -6.80920
H -36.77789 9.55113 -8.09224
C -34.27281 8.15227 -6.86466
C -35.13661 7.89941 -5.62574
C -36.56108 7.44838 -5.98590
C -34.41991 6.86561 -4.72063
C -34.85811 6.82960 -3.26431
C -34.82856 8.26053 -2.71125
C -35.64686 9.29842 -3.49997
C -37.14712 9.06360 -3.24910
C -35.27956 10.71246 -2.96427
N -35.28771 9.20252 -4.89867
O -35.59808 10.29932 -5.69728
H -34.75198 8.83569 -7.57112
H -33.34660 8.67265 -6.62223
H -34.23958 7.18698 -7.37222
H -37.03247 6.89365 -5.17741
H -37.15344 8.31877 -6.27388
H -36.62108 6.78997 -6.85834
H -34.49630 5.84329 -5.10215
H -33.33630 7.01469 -4.73028
H -35.90693 6.51796 -3.23055
H -34.32248 6.16180 -2.59154
H -33.81202 8.66513 -2.70269
H -35.12644 8.24336 -1.66112
H -37.29093 8.81129 -2.19753
H -37.56300 8.23623 -3.81665
H -37.65702 9.98106 -3.54530
H -34.23272 10.93502 -3.17833
H -35.38446 10.71753 -1.87852
H -35.87838 11.50810 -3.40343
H -34.75316 10.58725 -6.06018
C -30.53251 13.76600 -9.85281
C -30.38447 12.70917 -11.01024
C -31.64081 12.53047 -11.86281
C -29.21923 13.28888 -11.88961
C -27.80803 13.12751 -11.32165
C -27.55763 11.64286 -11.01204
C -28.61387 11.11002 -10.05033
C -28.54515 9.55447 -10.20983
C -28.27188 11.57429 -8.61146
N -30.02039 11.37579 -10.46818
O -30.97778 10.84966 -9.61283
H -31.54260 14.16998 -9.76322
H -30.32394 13.33545 -8.87227
H -29.84205 14.61020 -9.88163
H -31.38162 11.79609 -12.62945
H -32.53605 12.17231 -11.35626
H -31.89295 13.45872 -12.37948
H -29.32644 12.69882 -12.80765
H -29.47261 14.29323 -12.22987
H -27.13240 13.46442 -12.11066
H -27.58558 13.74548 -10.45046
H -26.59230 11.45414 -10.54108
H -27.52338 11.13181 -11.97599
H -27.58577 9.16626 -9.86198
H -28.62324 9.37722 -11.28319
H -29.35766 9.00403 -9.73645
H -28.38462 12.64176 -8.41652
H -27.21180 11.40233 -8.41195
H -28.84720 11.08649 -7.82442
H -31.20511 10.05637 -10.11273
C -31.09744 8.28529 -14.51451
O -32.07133 7.95191 -13.52416
C -31.64109 8.19571 -12.20340
C -32.65390 7.82951 -11.15330
C -34.00038 8.54774 -11.14307
N -32.11221 7.91632 -9.79275
H -31.61179 8.47738 -15.45410
H -30.41219 7.44700 -14.65322
H -30.51416 9.16943 -14.24705
H -30.61626 7.85789 -12.02340
H -31.58294 9.29298 -12.12758
H -33.01131 6.80879 -11.34175
H -34.61789 8.20843 -10.31103
H -34.54560 8.37687 -12.07337
H -33.97188 9.63983 -11.09069
H -32.82708 7.64169 -9.13086
H -31.39984 7.24158 -9.53071
C -30.45905 11.80057 -15.85239
O -29.92885 13.02520 -16.34497
C -30.38934 14.17827 -15.62868
C -29.89363 15.49734 -16.22724
C -28.38839 15.64700 -15.98951
N -30.62367 16.54256 -15.52138
H -29.97175 11.60329 -14.89519
H -30.13945 11.03618 -16.56082
H -31.55076 11.80408 -15.85596
H -31.48248 14.10344 -15.61533
H -30.07817 14.07047 -14.58430
H -30.10021 15.28569 -17.28261
H -28.01823 16.57253 -16.43910
H -27.93555 14.77567 -16.46059
H -28.09682 15.79833 -14.94966
H -31.58131 16.48099 -15.85266
H -30.24898 17.41754 -15.87313
*
```